# 1
{
  "formula": "C38H43N5NiO2",
  "method": "ωB97M-V/def2-TZVPD",
  "elements": ["Ni", "C", "C", "C", "C", "C", "C", "C", "C", "C", "C", "C", "C", "N", "C", "C", "N", "C", "C", "C", "C", "C", "C", "C", "C", "C", "C", "C", "C", "H", "H", "H", "H", "H", "H", "H", "H", "H", "H", "H", "H", "H", "H", "H", "H", "H", "H", "H", "H", "H", "H", "H", "H", "H", "H", "H", "H", "H", "H", "H", "H", "H", "H", "H", "H", "O", "N", "O", "C", "C", "C", "C", "C", "C", "N", "C", "C", "N", "C", "C", "C", "C", "H", "H", "H", "H", "H", "H", "H"],
  "positions_angstrom": [[-0.0136, -1.1608, 0.4449], [2.8785, 2.0049, -2.8530], [4.0283, 1.4926, -2.0484], [4.6623, 2.5737, -1.1373], [3.9763, 0.1601, -1.3123], [5.2476, -0.3122, -1.0851], [5.4568, -1.6285, -0.7896], [4.3831, -2.4891, -0.6346], [3.0817, -2.0174, -0.7922], [1.9260, -3.0558, -0.6608], [2.1232, -4.3275, -1.5406], [1.6987, -3.4235, 0.8293], [2.7854, -0.5948, -0.9822], [1.4863, -0.1639, -0.9992], [1.1622, 1.0708, -0.3803], [-1.0342, 1.1749, -0.3928], [-1.5390, -0.0298, -0.9355], [-2.8459, -0.3987, -0.8266], [-3.1408, -1.8061, -0.7700], [-4.4233, -2.3050, -0.6759], [-5.5036, -1.4264, -0.5054], [-5.2763, -0.0787, -0.5570], [-4.0392, 0.4488, -0.8410], [-4.1008, 1.8729, -1.4307], [-4.3525, 3.0008, -0.3718], [-3.0039, 2.2377, -2.3879], [-2.0312, -2.8465, -0.8169], [-2.3490, -4.0230, 0.1354], [-1.5613, -3.2478, -2.2439], [2.3954, 2.8698, -2.3979], [2.0902, 1.2234, -2.9825], [3.2038, 2.2625, -3.8762], [4.8089, 1.3380, -2.8118], [3.9400, 3.0156, -0.4174], [4.9899, 3.4160, -1.7671], [5.5548, 2.2343, -0.5540], [6.0891, 0.3502, -1.2143], [6.4690, -2.0334, -0.5474], [4.6265, -3.5377, -0.4373], [1.0319, -2.4992, -0.9996], [2.9791, -4.9214, -1.1868], [2.1907, -4.0942, -2.5992], [1.2466, -4.9793, -1.4341], [2.6133, -3.6145, 1.3975], [1.1209, -4.3719, 0.8757], [1.0692, -2.6659, 1.3495], [2.0411, 1.5349, 0.0979], [-1.8649, 1.7313, 0.0435], [-4.5612, -3.3814, -0.7938], [-6.4627, -1.8386, -0.3008], [-6.1265, 0.5858, -0.4588], [-4.9995, 1.8792, -2.0449], [-5.2940, 2.7615, 0.1505], [-4.3994, 3.9684, -0.8904], [-3.5765, 3.0599, 0.4364], [-2.3218, 1.3766, -2.6016], [-2.3922, 3.0904, -2.0141], [-3.4182, 2.5166, -3.3704], [-1.1561, -2.3277, -0.3488], [-3.0081, -4.8115, -0.3304], [-2.7949, -3.6873, 1.0864], [-1.3992, -4.5260, 0.4757], [-2.3586, -3.8149, -2.7913], [-0.6662, -3.8777, -2.2140], [-1.3622, -2.3582, -2.8623], [0.2694, 5.0688, 4.6425], [0.0138, 4.7457, 3.4811], [-0.3691, 5.5146, 2.6146], [0.0785, 3.2943, 3.1952], [-0.0106, 2.5319, 4.3450], [-0.0672, 1.1283, 4.2694], [-0.0986, 0.2714, 5.3709], [-0.2610, -1.0728, 5.1805], [-0.2474, -1.5655, 3.8837], [-0.0559, -0.8286, 2.7764], [-0.0270, 0.5341, 2.9829], [0.0186, 1.3586, 1.8326], [0.0285, 0.6894, 0.6354], [0.1091, 1.9363, -1.1327], [0.2617, 3.2927, -0.5915], [0.2162, 3.6283, 0.7260], [0.0939, 2.7728, 1.8814], [-0.0557, 3.1175, 5.3065], [0.0551, 0.7109, 6.3672], [-0.3226, -1.7603, 6.0259], [-0.4434, -2.6196, 3.7105], [0.1176, 1.9086, -2.2366], [0.4229, 4.0940, -1.3351], [0.2930, 4.6733, 0.9635]],
  "forces_ev_per_angstrom": [[0.01, 0.73, -1.58], [-1.63, -0.59, -0.80], [1.80, 0.42, 0.64], [0.03, 0.78, 0.23], [-1.96, 0.74, -0.10], [0.19, -0.83, -0.02], [1.52, -1.07, 1.33], [-0.28, 0.29, -0.56], [-0.89, -0.14, 0.44], [0.64, 0.73, -0.01], [-0.46, 0.26, 0.91], [-0.77, -0.88, -0.45], [2.18, -1.58, -0.53], [-0.68, -0.67, 0.87], [-0.19, -1.43, -0.74], [-0.29, -1.11, -0.37], [1.30, -0.88, 0.19], [-1.90, -0.03, 0.19], [0.57, -0.15, -0.35], [-0.47, 0.75, -0.21], [0.78, -1.26, 0.27], [-0.46, -0.28, 0.00], [1.91, 0.54, -0.54], [-0.32, 0.42, 1.30], [0.27, -0.77, 0.29], [1.58, -0.08, -0.99], [0.14, 0.13, 0.26], [0.76, -1.14, 0.09], [-0.83, -0.08, -0.09], [-0.01, 0.12, -0.04], [0.60, 0.52, 0.10], [-0.14, 0.17, 0.51], [-0.10, -0.25, 0.32], [0.21, -0.42, -0.28], [-0.02, -0.13, 0.17], [-0.84, 0.13, -0.56], [0.10, 0.02, -0.20], [-0.80, 0.54, -0.46], [-0.48, 0.27, -0.05], [0.20, -0.55, -0.29], [-0.09, 0.30, -0.32], [0.35, 0.14, -0.02], [0.05, 0.10, 0.08], [-0.04, 0.40, -0.13], [0.10, 0.50, 0.05], [0.65, -0.34, 0.17], [-0.47, 0.33, -0.10], [0.44, 0.63, 0.30], [-0.21, 0.36, 0.34], [-0.75, -0.09, -0.03], [0.00, 0.15, -0.17], [-0.25, -0.16, 0.16], [0.22, 0.42, -0.21], [-0.18, -0.18, 0.30], [-0.37, -0.09, -0.83], [-0.48, 0.75, 0.21], [-0.25, -0.52, -0.30], [0.15, 0.15, 0.39], [-0.27, -0.53, -0.34], [0.67, 0.85, 0.49], [-0.14, 0.07, -0.56], [-0.74, 0.23, -0.68], [0.50, 0.36, 0.63], [-0.12, 0.11, 0.03], [0.08, -0.19, 0.43], [-0.04, 0.29, -1.28], [-0.25, 0.47, 0.88], [0.25, -0.22, 0.80], [-0.36, -0.28, 0.94], [0.05, 0.96, 0.52], [0.35, 0.17, -0.73], [0.13, 0.17, 1.05], [0.29, 0.21, 0.89], [-0.09, -0.04, -1.97], [-0.82, -0.14, 1.52], [-0.05, 0.12, -0.35], [0.48, 1.50, 1.18], [0.35, 1.99, -0.79], [-0.02, -0.44, -0.43], [-0.39, 1.29, 0.81], [0.29, 0.46, -1.94], [-0.27, -1.67, 0.84], [0.08, -1.14, -1.10], [-0.38, -0.33, -0.39], [-0.04, 0.21, -0.34], [0.32, -0.01, -0.01], [-0.04, -0.19, 0.70], [-0.12, -0.31, 0.67], [0.17, -0.05, -0.24]],
  "homo_lumo_gap_ev": [5.18, 5.15],
  "fmax_ev_per_a": 2.7,
  "spin_multiplicity": 3,
  "s2": 2.0092,
  "e_homo_ev": [-6.6490, -6.6907],
  "lumo_energy_ev": [-1.47, -1.54]
}

=====

# 2
{
  "formula": "H41O21",
  "method": "ωB97M-V/def2-TZVPD",
  "elements": ["O", "H", "H", "O", "H", "H", "O", "H", "H", "O", "H", "H", "O", "H", "H", "O", "H", "H", "O", "H", "H", "O", "H", "H", "O", "H", "H", "O", "H", "H", "O", "H", "H", "O", "H", "H", "O", "H", "H", "O", "H", "H", "O", "H", "H", "O", "H", "O", "H", "H", "O", "H", "H", "O", "H", "H", "O", "H", "H", "O", "H", "H"],
  "positions_angstrom": [[-2.8557, -2.5755, -2.4850], [-2.3982, -2.9945, -1.8321], [-2.9771, -1.7503, -2.3207], [-2.3361, 0.0294, 4.3045], [2.9642, -0.7392, -0.6279], [-1.6075, 0.5677, 3.9486], [-1.6235, -3.3975, -0.3639], [-1.2906, -2.9970, 0.5351], [-0.8841, -3.8897, -0.5799], [-0.4421, -0.0025, 2.5932], [-0.7314, 0.0653, 1.7233], [-0.7450, -1.0023, 2.3130], [1.7702, 3.7696, -2.6121], [0.9775, 3.5081, -2.6309], [2.0016, 3.9460, -1.6427], [3.4821, 1.2785, -0.6548], [4.0306, 2.1214, -1.0521], [2.7819, 1.0672, -1.2792], [-1.6411, 0.1344, -0.0852], [-0.8985, -0.3657, 0.0911], [-2.2189, -0.8258, 3.8290], [-3.4317, 1.9324, 2.6375], [-2.5484, 1.8982, 2.3914], [-3.7816, 1.5534, 3.4139], [1.0167, -0.2157, 0.1087], [0.8501, -1.0104, -0.3858], [1.1486, -0.6449, 0.8799], [-1.0904, -2.2424, 1.8887], [-2.3721, -0.3981, -0.0358], [-1.5077, -2.7982, 2.5045], [0.8992, -3.1103, -3.3650], [-4.5886, 3.0270, -0.4732], [1.3372, -3.0779, -4.1906], [1.3369, -2.8632, 3.9593], [2.1885, -2.4045, 3.5641], [0.6003, -2.8226, 3.4365], [0.6746, -0.3232, -2.8131], [1.0694, -0.5232, -3.8454], [0.8136, -1.1959, -2.3675], [-1.3986, 2.5957, -1.4772], [-1.3452, 1.7512, -1.9322], [-1.4848, 2.3078, -0.5400], [0.2841, 2.1218, 0.8231], [0.4137, 1.4711, 0.1685], [-0.1065, 1.5518, 1.5664], [-4.1256, 3.6755, 0.1567], [-3.8122, 3.2725, 1.0298], [1.5712, -4.0343, -0.6003], [0.9670, -4.7539, -0.2219], [1.8315, -3.5292, 0.2256], [3.2490, 1.6668, 2.3854], [4.1121, 2.0765, 2.2002], [2.7208, 1.6591, 1.4995], [-1.7421, 0.9004, -3.5052], [-1.3112, -0.0943, -3.5017], [-1.0077, 1.6448, -3.6602], [1.6327, 4.1856, 0.1885], [0.8423, 3.7000, -0.2240], [1.6570, 3.7488, 1.0427], [3.4539, -1.4608, -0.4373], [4.2497, -1.5120, -0.9844], [1.3758, -3.6732, -2.6814]],
  "forces_ev_per_angstrom": [[-1.33, -6.28, -5.66], [2.00, -1.39, 3.29], [-1.05, 8.07, 1.89], [-0.35, -0.78, 0.31], [-1.85, 3.80, -0.96], [-0.15, -0.67, -0.01], [-1.01, 1.39, 2.04], [-1.04, 0.24, -0.45], [2.23, -1.67, -1.23], [1.13, -0.57, 1.16], [-1.14, 2.00, -2.79], [0.28, -1.23, 1.87], [10.54, 3.42, 1.80], [-9.94, -3.20, -0.06], [-0.48, -0.26, -1.79], [2.48, 3.17, -1.11], [-2.52, -3.25, 1.26], [-0.19, 0.63, -0.41], [-0.01, 3.78, -0.84], [2.15, -1.86, 0.19], [-0.06, 1.15, 0.49], [-3.17, 2.25, -2.16], [2.38, -0.93, 0.43], [0.83, -1.11, 1.32], [-0.28, 0.83, -3.97], [-0.23, -0.47, -1.37], [1.02, -1.35, 5.27], [1.19, 0.61, -1.49], [-2.78, -2.21, 0.33], [-0.94, -1.02, 1.26], [-0.36, -0.74, 2.62], [1.43, 1.06, 2.11], [1.01, -0.41, -0.99], [5.98, 0.54, 1.89], [-3.36, -1.27, 0.83], [-2.64, 0.82, -2.85], [2.07, -1.36, -3.78], [-1.69, 0.72, 4.67], [-0.17, 0.60, -1.11], [0.33, 0.30, 1.08], [-0.40, -0.36, -0.06], [0.10, 0.54, -0.90], [-1.39, 0.18, 3.16], [0.35, -1.03, -1.40], [1.06, 1.40, -1.05], [-0.41, -1.10, 0.02], [-1.14, -0.01, -1.95], [-1.02, -0.83, 2.21], [1.34, 1.42, -0.80], [-0.21, -0.66, -1.50], [-1.01, 0.21, -1.88], [-0.67, -0.29, -0.24], [1.64, 0.09, 2.10], [2.82, -1.20, -0.84], [-0.88, 4.18, 0.03], [-2.08, -3.11, 0.28], [-1.31, -0.38, -1.36], [1.33, 1.11, 1.16], [0.09, -0.17, 0.14], [2.53, -4.78, 1.01], [-0.55, 0.44, 0.19], [-0.53, 1.01, -1.42]],
  "total_charge": -1,
  "homo_lumo_gap_ev": 9.23,
  "fmax_ev_per_a": 11.2,
  "spin_multiplicity": 1,
  "e_homo_ev": -7.4745,
  "lumo_energy_ev": 1.75
}